# 1
The following is a quantum chemistry calculation of a gas-phase ion, C6H10O3P (charge -1) in a non-equilibrium geometry, from the Open Molecules 2025 dataset.

Cartesian coordinates (Å):
C (2.51757, -0.67814, -1.06056)
C (1.19789, -0.11217, -0.58526)
C (0.12871, -0.77775, -0.23088)
C (-1.05006, 0.07929, 0.29449)
C (-1.09965, -0.11930, 1.86965)
C (-2.35522, -0.31295, -0.35174)
O (-0.78416, 1.41013, -0.00874)
P (1.15293, 1.75849, -0.48895)
O (1.25666, 2.45181, -1.79710)
O (1.81228, 2.24007, 0.72044)
H (2.89772, -0.21156, -1.97157)
H (2.30169, -1.72264, -1.26024)
H (3.16808, -0.60861, -0.22152)
H (0.12327, -1.83631, -0.27531)
H (-2.09262, -0.08953, 2.45279)
H (-0.43193, 0.62086, 2.34318)
H (-0.61143, -1.07407, 2.04624)
H (-3.17068, -0.11550, 0.36310)
H (-2.47365, -1.27561, -0.71341)
H (-2.48739, 0.37350, -1.12460)

- charge = -1
- SMILES = CC1=CC(C)(C)O[P@@]1(=O)[O-]
- lowest unoccupied orbital energy (eV) = 3.621
- energy above the lowest of the compared OMol25 structures with the same formula, charge and spin (kcal per mole) = 2.04
- HOMO-LUMO gap (eV) = 8.61

Results of the Mulliken charge analysis, in e, for atoms 1 through 5: number 1, C, carries -1.379; number 2, C, carries 0.388; number 3, C, carries -0.964; number 4, C, carries 2.041; number 5, C, carries -1.420

# 2
The following is a quantum chemistry calculation of a molecular structure, C10H37MnN2Si4Te in a non-equilibrium geometry, from the Open Molecules 2025 dataset.

Cartesian coordinates (Å):
C (-1.65670, 0.56905, -1.30582)
Mn (-0.12870, 0.42371, -0.25526)
N (1.77590, 0.45281, 0.73724)
N (0.80453, -0.93855, -1.65751)
H (2.01305, -0.42108, 1.30161)
H (0.56908, 2.00535, -0.24917)
H (-2.17460, 1.41566, -0.77848)
H (-2.07381, -0.42636, -1.29210)
H (-1.20395, 1.04903, -2.19341)
H (1.23032, -1.83134, -1.36740)
H (1.56465, -0.33344, -2.01065)
H (0.21038, -1.13811, -2.47326)
H (2.66596, 0.55035, 0.09277)
H (1.87734, 1.22890, 1.41014)
C (3.25800, 0.06448, 4.46801)
Si (1.70924, 1.05655, 4.86461)
C (1.64522, 1.31453, 6.73416)
C (1.79166, 2.74248, 4.03380)
Si (-0.22231, -0.10899, 4.14933)
Te (-1.22420, -0.81488, 1.95054)
Si (-0.10030, -2.25964, 5.11954)
C (0.25171, -2.18604, 6.96882)
C (-1.70282, -3.23050, 4.89194)
C (1.31527, -3.15696, 4.25390)
Si (-2.03859, 1.00668, 5.16961)
C (-2.02775, 0.89174, 7.05275)
C (-1.89731, 2.81400, 4.65238)
C (-3.69406, 0.32511, 4.57477)
H (4.11937, 0.68736, 4.75292)
H (3.35667, -0.17954, 3.40123)
H (3.31402, -0.87037, 5.04090)
H (2.61873, 1.73869, 7.02602)
H (0.86736, 2.02895, 7.03438)
H (1.49780, 0.38882, 7.30423)
H (1.69801, 2.70332, 2.93941)
H (1.02161, 3.42761, 4.41226)
H (2.77660, 3.17031, 4.27554)
H (-0.49946, -1.61226, 7.52565)
H (0.23634, -3.21895, 7.35058)
H (1.24368, -1.76440, 7.17369)
H (-1.97031, -3.27078, 3.82886)
H (-1.56128, -4.26126, 5.25574)
H (-2.54533, -2.79328, 5.44640)
H (1.19419, -3.14487, 3.16299)
H (2.29461, -2.72574, 4.49543)
H (1.31304, -4.20646, 4.58505)
H (-1.13108, 1.33330, 7.50303)
H (-2.90075, 1.44737, 7.43018)
H (-2.11987, -0.14457, 7.40217)
H (-1.72877, 2.91118, 3.57116)
H (-2.84172, 3.32378, 4.89625)
H (-1.08396, 3.33197, 5.17701)
H (-3.71505, 0.26065, 3.47885)
H (-3.89825, -0.67387, 4.98367)
H (-4.50335, 0.99750, 4.90305)

- charge = -1
- multiplicity = 6
- lowest unoccupied orbital energy (alpha / beta) (eV) = 2.656 / 2.516
- HOMO-LUMO gap (alpha / beta) (eV) = 3.70 / 6.23

Results of the Mulliken charge analysis, in e, for atoms 1 through 5: number 1, C, carries -1.481; number 2, Mn, carries 0.132; number 3, N, carries -0.253; number 4, N, carries -0.649; number 5, H, carries 0.204

# 3
The following is a quantum chemistry calculation of a molecular structure, C16H25Br24NO5, from the Open Molecules 2025 dataset.

Cartesian coordinates (Å):
C (0.41350, -1.61390, -2.56871)
C (0.73159, -3.07720, -2.23468)
O (0.34112, -3.39938, -0.90860)
C (1.40978, -3.53419, 0.00383)
C (0.84413, -3.95839, 1.35535)
O (0.91740, -5.35396, 1.58555)
C (2.17541, -5.79882, 2.05873)
C (2.00301, -7.17298, 2.70199)
O (2.35697, -7.10948, 4.08554)
C (3.00862, -8.24395, 4.56846)
N (4.34399, -8.34955, 3.94853)
C (4.91137, -9.63138, 4.07801)
O (4.62251, -10.44680, 4.91649)
O (5.84473, -9.85642, 3.12897)
H (0.37291, -1.04196, -1.63793)
H (1.20210, -1.19403, -3.20354)
H (-0.52724, -1.52132, -3.11536)
H (1.80465, -3.26561, -2.37690)
H (0.20708, -3.75927, -2.91308)
H (2.11638, -4.30280, -0.34854)
H (1.97241, -2.59121, 0.09438)
H (1.36346, -3.42434, 2.16506)
H (-0.21797, -3.69997, 1.38629)
H (2.58562, -5.09762, 2.79808)
H (2.88797, -5.86527, 1.22222)
H (2.62202, -7.91646, 2.19377)
H (0.94356, -7.44469, 2.62120)
H (3.06162, -8.13885, 5.65583)
H (2.47024, -9.17379, 4.34584)
H (4.96267, -7.66047, 4.36978)
H (5.90238, -10.81500, 3.00050)
C (0.45288, 2.14788, -3.29308)
Br (-0.43998, 2.46814, -1.61821)
Br (0.19086, 3.61395, -4.50509)
Br (2.32305, 1.78323, -3.03273)
H (0.00536, 1.26872, -3.73611)
C (4.90619, -10.22340, 8.17702)
Br (5.61830, -11.81525, 8.98487)
Br (3.01523, -10.35415, 7.89682)
Br (5.36943, -8.64898, 9.18291)
H (5.35738, -10.12992, 7.19870)
C (-2.82221, 5.52348, -1.70530)
Br (-4.31233, 5.23254, -0.52757)
Br (-3.42737, 6.03119, -3.46180)
Br (-1.60664, 6.82391, -0.98214)
H (-2.28161, 4.59206, -1.80424)
C (1.47826, 8.37261, -4.06962)
Br (-0.01783, 8.26132, -5.26495)
Br (0.97315, 9.19166, -2.39989)
Br (2.28130, 6.65253, -3.78804)
H (2.21769, 9.01426, -4.52788)
C (-1.67267, 12.71563, -5.77969)
Br (-0.77621, 12.73233, -7.48254)
Br (-0.66298, 11.74582, -4.46508)
Br (-2.10216, 14.49518, -5.19155)
H (-2.60821, 12.19020, -5.91378)
C (-5.04030, 11.12383, -2.98636)
Br (-5.28781, 11.58890, -4.84112)
Br (-4.71528, 9.24052, -2.77591)
Br (-3.62914, 12.14860, -2.18803)
H (-5.96087, 11.36616, -2.47407)
C (-7.35840, 7.47869, 1.75549)
Br (-9.16075, 6.88637, 1.44501)
Br (-6.27694, 6.07332, 2.50857)
Br (-6.57087, 8.21534, 0.16431)
H (-7.40172, 8.27046, 2.48962)
C (-3.66923, -2.31133, -0.80965)
Br (-3.10443, -3.83331, -1.83964)
Br (-3.36820, -2.57674, 1.06985)
Br (-2.83455, -0.69457, -1.43175)
H (-4.73437, -2.20213, -0.95444)

- charge = 0
- lowest unoccupied orbital energy (eV) = -0.176
- energy above the lowest of the compared OMol25 structures with the same formula, charge and spin (kcal per mole) = 0.00
- HOMO-LUMO gap (eV) = 9.58

Results of the Mulliken charge analysis, in e, for atoms 1 through 5: number 1, C, carries -0.695; number 2, C, carries -0.722; number 3, O, carries -0.175; number 4, C, carries -0.362; number 5, C, carries -0.315

# 4
The following is a quantum chemistry calculation of a molecular structure, C8H10F6MgN3O7S2 in a non-equilibrium geometry, from the Open Molecules 2025 dataset.

Cartesian coordinates (Å):
Mg (-0.51480, 0.09625, -0.25796)
O (-1.88657, -1.01503, 0.57656)
H (-2.65044, -0.66265, 0.07970)
C (-1.53775, 2.48170, 3.29606)
F (-2.24691, 2.31151, 4.38178)
F (-2.37180, 2.80116, 2.30331)
F (-0.66436, 3.49597, 3.45012)
S (-0.53539, 0.81944, 2.91163)
O (-0.16152, 0.88087, 1.45597)
O (0.68598, 0.68126, 3.73038)
O (-1.54572, -0.21192, 3.04732)
C (1.43233, -3.90767, 0.67080)
F (2.10985, -4.69487, 1.56852)
F (2.03058, -3.80276, -0.47393)
F (0.18889, -4.42104, 0.57476)
S (1.07351, -2.25394, 1.51407)
O (-0.25694, -2.31619, 2.22747)
O (2.23274, -1.95700, 2.33111)
O (0.85031, -1.28746, 0.40953)
C (-3.70901, 2.49872, -2.31888)
C (-2.61757, 1.98359, -1.48678)
N (-1.76772, 1.56852, -0.82696)
H (-3.36586, 3.32339, -2.94360)
H (-4.48584, 2.95145, -1.70270)
H (-4.27934, 1.82220, -2.95539)
C (3.63011, 0.65896, 0.26087)
C (2.34990, 0.93890, -0.24242)
N (1.33065, 1.20001, -0.76914)
H (3.76117, -0.09137, 1.04057)
H (4.10037, 1.55172, 0.67312)
H (4.10018, 0.43518, -0.69677)
C (1.08336, -1.06251, -4.03427)
C (0.17899, -0.92376, -2.90447)
N (-0.56425, -0.77276, -1.99673)
H (0.59276, -1.05749, -5.00760)
H (1.73741, -1.90208, -3.79874)
H (1.69269, -0.16030, -4.08729)

- charge = 0
- multiplicity = 2
- lowest unoccupied orbital energy (alpha / beta) (eV) = -0.609 / -2.743
- HOMO-LUMO gap (alpha / beta) (eV) = 8.06 / 5.90

Results of the Mulliken charge analysis, in e, for atoms 1 through 5: number 1, Mg, carries 1.001; number 2, O, carries -0.338; number 3, H, carries 0.299; number 4, C, carries 0.563; number 5, F, carries -0.189

# 5
The following is a quantum chemistry calculation of a gas-phase ion, C4H8N3O2 (charge +1) in a non-equilibrium geometry, from the Open Molecules 2025 dataset.

Cartesian coordinates (Å):
C (1.14129, -0.40484, 0.39687)
C (2.57236, -0.64806, 0.33576)
C (-2.36847, -0.65841, -0.79503)
C (-1.89391, -0.10185, 0.49861)
N (2.88990, 1.45737, -0.66433)
N (0.48926, 0.70396, 0.21316)
N (-0.77857, 0.89465, 0.27700)
O (3.06370, -1.72918, 0.40576)
O (3.34842, 0.49454, 0.16829)
H (0.45411, -1.22071, 0.60473)
H (-1.55366, -1.13907, -1.30473)
H (-3.10359, -1.49599, -0.76152)
H (-2.93118, 0.10361, -1.38125)
H (-2.69195, 0.53961, 1.03897)
H (-1.45587, -0.85397, 1.24432)
H (3.75108, 2.16802, -0.73374)
H (-0.93293, 1.89033, 0.45711)

- charge = +1
- lowest unoccupied orbital energy (alpha / beta) (eV) = -8.274 / -5.305
- energy above the lowest of the compared OMol25 structures with the same formula, charge and spin (kcal per mole) = 181.41
- HOMO-LUMO gap (alpha / beta) (eV) = 5.45 / 9.68

Results of the Mulliken charge analysis, in e, for atoms 1 through 5: number 1, C, carries 0.366; number 2, C, carries 0.133; number 3, C, carries -0.937; number 4, C, carries -0.417; number 5, N, carries -0.303

# 6
The following is a quantum chemistry calculation of a molecular structure, C4H3KMgO2 in a non-equilibrium geometry, from the Open Molecules 2025 dataset.

Cartesian coordinates (Å):
Mg (0.37630, 2.96555, -1.30121)
O (0.69865, 1.28433, -0.55674)
C (-0.05704, 0.12935, -0.62385)
H (-2.09943, 0.71059, 0.40023)
H (-0.12288, -0.27385, -1.64661)
C (-0.98600, -1.15818, 0.87286)
C (-1.31514, -0.01709, 0.18047)
C (0.37127, -1.13300, 0.39514)
O (1.49898, -1.35765, 0.78103)
K (3.18871, 0.76389, 0.08724)
H (-1.55342, -1.91393, 1.41145)

- charge = +2
- lowest unoccupied orbital energy (eV) = -11.291
- energy above the lowest of the compared OMol25 structures with the same formula, charge and spin (kcal per mole) = 0.00
- HOMO-LUMO gap (eV) = 4.88

Results of the Mulliken charge analysis, in e, for atoms 1 through 5: number 1, Mg, carries 1.248; number 2, O, carries -0.705; number 3, C, carries 0.222; number 4, H, carries 0.288; number 5, H, carries 0.420

# 7
The following is a quantum chemistry calculation of C5H9NO in the gas phase in a non-equilibrium geometry, from the Open Molecules 2025 dataset.

Cartesian coordinates (Å):
C (-0.92437, -0.96214, 0.55077)
C (-0.30300, 0.28411, -0.01754)
C (-0.50753, 0.34551, -1.58542)
C (-0.80119, 1.53117, 0.54317)
N (-1.09616, 2.54914, 1.01281)
C (1.40428, 0.20758, 0.61998)
O (1.85331, -0.95391, 1.23292)
H (-0.40864, -1.82461, 0.11286)
H (-0.74285, -0.97451, 1.62431)
H (-1.99184, -1.05210, 0.34471)
H (-1.58320, 0.34245, -1.84868)
H (-0.07273, -0.52998, -2.08565)
H (-0.09111, 1.24677, -2.05527)
H (1.48757, 0.36993, -0.41728)
H (1.53624, 1.00615, 1.35272)
H (2.24121, -1.58556, 0.61558)

- charge = 0
- SMILES = CC(C)(C#N)CO
- lowest unoccupied orbital energy (eV) = 0.488
- energy above the lowest of the compared OMol25 structures with the same formula, charge and spin (kcal per mole) = 64.06
- HOMO-LUMO gap (eV) = 10.00

Results of the Mulliken charge analysis, in e, for atoms 1 through 5: number 1, C, carries -1.455; number 2, C, carries 1.317; number 3, C, carries -1.550; number 4, C, carries -0.030; number 5, N, carries -0.523